Entry 1:
Density functional theory data (ωB97M-V with the def2-TZVPD basis set) for C10H11F2NO3 in the gas phase at a distorted geometry.

XYZ file:
```
27
Properties=species:S:1:pos:R:3
N 2.25904 1.30201 -1.19605
C 2.81609 0.49921 -0.11224
C 1.90358 0.51688 1.13119
C 0.49464 0.11705 0.79243
C 0.15329 -1.22626 0.65937
C -1.12929 -1.59761 0.31365
C -2.09689 -0.62371 0.09521
O -3.35720 -1.08529 -0.26517
C -4.41242 -0.26419 -0.12139
F -5.52596 -1.00749 -0.16086
F -4.52178 0.62117 -1.14989
C -1.77724 0.71774 0.22322
C -0.48450 1.07442 0.57424
C 2.93195 -0.95638 -0.60803
O 3.56535 -1.79032 -0.02527
O 2.25168 -1.18871 -1.72076
H 2.99177 1.66192 -1.79701
H 1.72573 2.08630 -0.84210
H 3.81999 0.82090 0.20153
H 1.91476 1.52115 1.56107
H 2.32743 -0.17699 1.85861
H 0.89791 -1.98795 0.83251
H -1.40212 -2.63429 0.20608
H -4.41649 0.32677 0.81583
H -2.50738 1.48980 0.03664
H -0.24993 2.12356 0.68416
H 1.82801 -0.33969 -1.98697
```

Calculated total energy (eV): -23616.866
Orbital gap (eV): 9.78
HOMO (hartree): -0.34050
Charge: 0
Multiplicity: 1
Structure (SMILES): N[C@@H](Cc1ccc(OC(F)F)cc1)C(=O)O

natural (NBO) population analysis, charges in e, atoms 1 to 4: number 1, N, carries -0.86; number 2, C, carries -0.16; number 3, C, carries -0.42; number 4, C, carries -0.05


Entry 2:
Density functional theory data (ωB97M-V with the def2-TZVPD basis set) for a molecular structure, C31H48GaN2O6P2 at a distorted geometry.

XYZ file:
```
90
Properties=species:S:1:pos:R:3
Ga -0.35646 1.00281 0.05668
C 1.67625 -2.17941 -1.30699
C 2.63882 -1.14955 -1.17750
C 2.19500 -1.97237 0.92354
C 1.42049 -2.71182 -0.01525
C 2.92705 -0.98970 0.20307
C 1.03242 -2.62706 -2.55754
H 1.03224 -1.84470 -3.32901
H -0.01215 -2.92272 -2.37665
H 1.54699 -3.50426 -2.98239
C 0.50074 -3.82280 0.27607
H 0.33806 -4.47571 -0.59373
H -0.48493 -3.41494 0.55013
H 0.83456 -4.42686 1.13176
C 2.23806 -2.11433 2.38783
H 3.25021 -2.37333 2.74395
H 1.57100 -2.90624 2.73473
H 1.94775 -1.16397 2.87079
C 3.82053 0.03418 0.78812
H 4.88365 -0.16046 0.55398
H 3.71339 0.09491 1.87918
H 3.58102 1.02827 0.38056
C 3.26657 -0.43358 -2.30506
H 3.85598 -1.11576 -2.94113
H 3.93985 0.35778 -1.96337
H 2.50492 0.02160 -2.95133
C -0.92549 2.53529 -1.74554
C -0.01953 1.71055 -2.39005
C 1.02027 2.24096 -3.32940
C 2.33792 2.73446 -2.66857
C 2.30030 2.87196 -1.17602
C 1.50211 3.75448 -0.56337
C 0.53420 4.63617 -1.29928
C -0.81541 4.02743 -1.78172
H 0.63912 3.04552 -3.98779
H 2.60616 3.70181 -3.13997
H 1.27213 1.44571 -4.05005
H -0.99013 4.40122 -2.81297
H -1.95745 2.21793 -1.53060
H -0.14220 0.61623 -2.41495
H -1.65340 4.46585 -1.20571
H 0.30449 5.50366 -0.65434
H 1.72059 4.07461 0.46216
H 1.02131 5.08130 -2.18568
H 3.16168 2.05939 -2.95414
H 3.11120 2.37117 -0.64915
P -2.57618 -0.43844 -1.42277
C -2.93515 -2.18343 -0.99103
H -3.84536 -2.49089 -1.52214
H -3.09830 -2.25798 0.09083
H -2.09916 -2.84465 -1.25566
C -4.13221 0.34230 -0.81496
H -4.98789 -0.24276 -1.18553
H -4.19221 1.38409 -1.15074
H -4.10532 0.32929 0.28433
C -2.87579 -0.45054 -3.24434
H -2.62359 0.52705 -3.67021
H -3.93635 -0.68359 -3.43932
H -2.23488 -1.20148 -3.72104
P -0.28377 2.32283 2.00415
C 1.44748 2.55448 2.49267
H 1.56063 3.53213 3.00080
H 2.08534 2.51192 1.59741
H 1.72656 1.71585 3.15546
C -1.05721 3.92682 1.69150
H -0.49100 4.50464 0.95595
H -1.08916 4.42775 2.66680
H -2.07160 3.75434 1.31720
C -1.07562 1.64172 3.47629
H -1.28174 2.46379 4.17398
H -0.39029 0.90546 3.91523
H -2.00564 1.13346 3.17341
O -2.72786 -0.14941 1.79686
C -1.82552 -1.02191 1.93199
O -0.65773 -0.93400 1.38960
C -2.16952 -2.22399 2.81026
C -1.23077 -3.22386 3.04324
C -1.55123 -4.38019 3.78424
C -2.81710 -4.55526 4.34916
C -3.75708 -3.52763 4.16176
C -3.45134 -2.37643 3.40230
N -5.05606 -3.65796 4.74252
O -5.31824 -4.69662 5.39175
O -5.87203 -2.73068 4.57576
N -0.56506 -5.41739 3.89624
O 0.57297 -5.22839 3.39677
O -0.87757 -6.46451 4.48541
H -0.23093 -3.12847 2.63694
H -3.05884 -5.45816 4.90496
H -4.20022 -1.59799 3.28254
```

Calculated total energy (eV): -119130.292
Orbital gap (spin up / spin down) (eV): 5.48 / 5.70
HOMO (spin up / spin down) (hartree): -0.34725 / -0.34408
Charge: +1
Multiplicity: 1

Löwdin population analysis, charges in e, atoms 1 to 4: number 1, Ga, carries 0.73; number 2, C, carries -0.23; number 3, C, carries -0.18; number 4, C, carries -0.19


Entry 3:
Density functional theory data (ωB97M-V with the def2-TZVPD basis set) for a molecular structure, CH2Cl3Cr at a distorted geometry.

XYZ file:
```
7
Properties=species:S:1:pos:R:3
Cr 0.96623 3.50545 -2.77232
Cl -0.06848 1.33344 -2.20297
C -0.18277 -1.10005 0.87773
Cl -1.56471 -0.10845 1.60834
Cl 1.32070 -0.82946 1.79727
H -0.48540 -2.14356 0.79057
H 0.01444 -0.65738 -0.09862
```

Calculated total energy (eV): -67048.191
Orbital gap (spin up / spin down) (eV): 4.15 / 5.59
HOMO (spin up / spin down) (hartree): -0.48441 / -0.48442
Charge: +1
Multiplicity: 5
⟨S²⟩: 6.1422

natural (NBO) population analysis, charges in e, atoms 1 to 4: number 1, Cr, carries 1.51; number 2, Cl, carries -0.51; number 3, C, carries -0.36; number 4, Cl, carries -0.07